Entry 1:
This record from OMol25 describes a 2-piece molecular cluster, CH4N2O3 overall at a distorted geometry. The level of theory is ωB97M-V/def2-TZVPD.

ORCA input file:
```
! RIJCOSX wB97M-V def2-TZVPD def2/J DEFGRID3
* xyz 0 3
C -0.0151 0.6634 1.3006
N -1.1461 0.3252 0.6996
N 0.1899 -0.8894 -1.4219
O -0.1480 -1.3634 -2.4859
O 1.5352 -0.6390 -1.3836
O 1.0726 0.1643 1.0225
H -0.0945 1.3890 2.1034
H -1.1789 -0.1784 -0.1085
H -2.0316 0.7032 0.8507
H 1.8165 -0.1750 -0.5769
*
```

For the HOMO energy (alpha / beta), the calculation gives -7.938 / -10.685 eV. For the energy relative to the best compared isomer or geometry (same formula, charge and spin), the calculation gives 0.00 kcal/mol. Its gap between HOMO and LUMO (alpha / beta) is 8.72 / 8.65 eV.

***

Entry 2:
This record from OMol25 describes CH4N2OS in the gas phase at a distorted geometry. The level of theory is ωB97M-V/def2-TZVPD.

ORCA input file:
```
! RIJCOSX wB97M-V def2-TZVPD def2/J DEFGRID3
* xyz 0 1
C -0.5351 -0.0599 -0.5264
H -0.2064 2.7133 0.4800
H 1.0617 0.4865 0.5829
H -1.3364 0.3281 -1.1879
H 0.5148 -3.1965 0.2940
N 0.2015 0.8459 0.2184
N -0.5193 -1.3412 -0.3993
O 0.2074 2.1661 -0.2032
S 0.6117 -1.9424 0.7415
*
```

Its SMILES is ON/C=N\S. For the HOMO energy, the calculation gives -8.504 eV. For the energy relative to the best compared isomer or geometry (same formula, charge and spin), the calculation gives 66.68 kcal/mol. Its gap between HOMO and LUMO is 9.28 eV.

***

Entry 3:
This record from OMol25 describes a 2-piece molecular cluster, CH4N2OS overall at a distorted geometry. The level of theory is ωB97M-V/def2-TZVPD.

ORCA input file:
```
! RIJCOSX wB97M-V def2-TZVPD def2/J DEFGRID3
* xyz 0 1
C 1.1349 0.6992 -1.4368
N 0.6226 0.2898 -2.4051
N -0.7174 -0.8315 1.8381
O -1.3042 -0.4709 0.6271
S -1.1506 1.2708 0.2648
H 1.9394 0.6971 -0.7012
H 0.9203 -0.4851 -2.9998
H -0.0046 -0.2089 2.2152
H -1.4404 -0.9604 2.5978
*
```

For the HOMO energy (alpha / beta), the calculation gives -7.518 / -8.391 eV. For the energy relative to the best compared isomer or geometry (same formula, charge and spin), the calculation gives 155.36 kcal/mol. Its gap between HOMO and LUMO (alpha / beta) is 6.26 / 8.36 eV.

***

Which value of energy relative to the best compared isomer or geometry (same formula, charge and spin) does entry 3 give?
155.36 kcal/mol

***

The highest energy relative to the best compared isomer or geometry (same formula, charge and spin) belongs to which entry?
number 3

***

What is the energy relative to the best compared isomer or geometry (same formula, charge and spin) in the third record?
155.36 kcal/mol